Record 1
Molecular formula: C4HFOS2
Method: DFT, the ωB97M-V functional and the def2-TZVPD basis

CARTESIAN COORDINATES (ANGSTROEM)
C: 0.871 0.496 -0.001
C: -0.400 0.898 -0.001
C: -1.349 -0.210 -0.005
C: 1.075 -0.985 0.002
H: -0.786 1.931 0.015
O: 2.152 -1.543 -0.002
F: 1.935 1.258 -0.004
S: -2.971 -0.066 -0.002
S: -0.527 -1.780 -0.002

Cartesian forces, eV/Å:
C -0.580 -0.131 0.005
C -0.192 0.666 0.042
C -0.665 -0.241 0.047
C 1.407 -0.754 -0.082
H 0.432 -0.699 -0.048
O -1.413 0.687 0.034
F 0.228 0.164 0.015
S 0.705 -0.038 -0.013
S 0.078 0.346 0.000

Results
HOMO energy = -9.5 eV
frontier orbital gap = 7.66 eV
SMILES = O=C1SC(=S)C=C1F
ΔE to the lowest compared entry with this formula, charge and spin = 0.6 kcal/mol
DFT total energy = -1124.479209 hartree

Charge distribution, Löwdin scheme, values in e: atom 1 (C): -0.277, atom 2 (C): -0.088, atom 3 (C): -1.112, atom 4 (C): -0.599, atom 5 (H): 0.137, atom 6 (O): 0.075, atom 7 (F): 0.145, atom 8 (S): 0.708, atom 9 (S): 1.010

Record 2
Molecular formula: C4H6N2O
Method: DFT, the ωB97M-V functional and the def2-TZVPD basis

CARTESIAN COORDINATES (ANGSTROEM)
N: -2.213 -0.260 0.476
C: -0.908 0.103 0.077
C: -0.273 1.389 0.220
C: 1.120 1.044 0.050
C: 1.266 -0.317 -0.056
O: 2.342 -1.111 -0.206
N: 0.049 -0.919 -0.049
H: -2.777 -0.629 -0.282
H: -2.669 0.556 0.867
H: -0.893 0.852 -0.913
H: 1.940 1.753 0.012
H: 3.129 -0.551 -0.201
H: -0.114 -1.912 0.005

Cartesian forces, eV/Å:
N -0.092 0.123 -0.096
C 0.049 -0.002 0.081
C 0.112 -0.310 0.033
C 0.123 0.016 -0.031
C -0.260 0.136 0.014
O 0.100 0.150 0.004
N 0.109 0.064 0.056
H 0.061 0.022 0.105
H 0.013 -0.103 -0.015
H -0.013 0.020 -0.142
H -0.136 -0.128 0.018
H -0.073 -0.116 -0.012
H 0.007 0.127 -0.014

Results
HOMO energy = -8.2 eV
frontier orbital gap = 8.87 eV
ΔE to the lowest compared entry with this formula, charge and spin = 85.4 kcal/mol
DFT total energy = -340.658825 hartree

Charge distribution, Löwdin scheme, values in e: atom 1 (N): 0.081, atom 2 (C): -0.500, atom 3 (C): -0.037, atom 4 (C): -0.101, atom 5 (C): -0.392, atom 6 (O): 0.097, atom 7 (N): 0.143, atom 8 (H): 0.081, atom 9 (H): 0.083, atom 10 (H): 0.175, atom 11 (H): 0.087, atom 12 (H): 0.122, atom 13 (H): 0.162

Record 3
Molecular formula: C34H32F8N5O8
Method: DFT, the ωB97M-V functional and the def2-TZVPD basis

CARTESIAN COORDINATES (ANGSTROEM)
C: 2.700 -2.284 2.676
C: 3.688 -2.332 1.977
N: 4.936 -2.153 1.343
C: 5.452 -1.021 0.829
N: 6.746 -1.095 0.284
C: 6.938 0.259 -0.092
C: 8.328 0.589 -0.710
C: 8.735 -0.592 -1.719
N: 7.975 -1.024 -2.656
N: 5.808 1.002 0.188
C: 5.688 2.466 -0.097
O: 6.362 2.845 -1.286
C: 6.775 4.234 -1.214
C: 8.241 4.459 -0.650
N: 4.839 0.227 0.790
C: 3.538 0.746 1.249
C: 2.288 0.178 0.415
O: 1.629 1.200 -0.339
C: 0.260 0.854 -0.624
C: -0.636 2.029 -0.049
F: -0.554 3.100 -0.934
F: -0.011 2.461 1.149
C: -2.115 1.615 0.353
F: -2.241 0.259 0.701
F: -2.410 2.314 1.544
C: -3.228 1.953 -0.715
F: -3.367 3.322 -0.959
F: -2.832 1.306 -1.907
C: -4.688 1.428 -0.360
F: -5.092 1.699 0.947
F: -4.902 0.068 -0.617
H: 1.857 -2.234 3.413
H: 5.530 -2.991 1.266
H: 8.443 1.607 -1.162
H: 9.088 0.525 0.139
H: 9.744 -1.081 -1.594
H: 7.103 -0.469 -2.655
H: 4.592 2.753 -0.238
H: 6.037 3.071 0.803
H: 6.036 4.824 -0.578
H: 6.767 4.654 -2.270
H: 8.926 4.980 -1.394
H: 8.235 5.136 0.266
H: 8.780 3.521 -0.336
H: 3.385 0.337 2.300
H: 3.470 1.862 1.346
H: 2.632 -0.701 -0.208
H: 1.538 -0.244 1.164
H: -0.032 -0.176 -0.277
H: 0.111 0.859 -1.755
H: -5.402 1.997 -1.038
C: -3.106 1.038 6.897
C: -4.287 1.655 6.940
C: -4.935 2.159 5.708
O: -6.009 2.722 5.746
C: -4.222 1.949 4.427
C: -3.042 1.332 4.385
C: -2.394 0.829 5.617
O: -1.317 0.264 5.577
H: -2.617 0.664 7.788
H: -4.821 1.815 7.868
H: -4.711 2.323 3.536
H: -2.508 1.172 3.460
C: -4.410 -1.248 -4.304
C: -3.243 -1.252 -3.669
C: -2.152 -2.163 -4.072
O: -1.083 -2.167 -3.487
C: -2.407 -3.071 -5.212
C: -3.577 -3.068 -5.850
C: -4.670 -2.155 -5.444
O: -5.736 -2.149 -6.024
H: -5.219 -0.587 -4.019
H: -3.040 -0.596 -2.835
H: -1.597 -3.731 -5.495
H: -3.782 -3.726 -6.685
C: -7.485 -5.406 -0.757
C: -6.919 -4.910 -1.856
C: -6.126 -3.662 -1.813
O: -5.610 -3.204 -2.812
C: -5.982 -2.986 -0.504
C: -6.548 -3.483 0.596
C: -7.343 -4.732 0.554
O: -7.857 -5.185 1.555
H: -8.070 -6.318 -0.769
H: -7.013 -5.390 -2.822
H: -5.398 -2.077 -0.492
H: -6.454 -3.002 1.562

Cartesian forces, eV/Å:
C -0.115 -0.122 0.377
C 0.894 1.132 0.261
N -1.839 -1.328 0.803
C 1.206 0.119 -0.512
N -3.134 4.491 0.520
C -0.830 -2.558 0.731
C 0.632 -0.572 0.446
C -0.726 0.066 -0.502
N 0.773 1.065 1.332
N 2.818 0.940 -1.657
C -1.365 1.564 0.377
O 0.032 -0.277 1.114
C 0.669 1.293 -0.178
C 0.518 0.545 0.529
N 1.938 -1.235 -0.526
C -2.080 -0.883 1.007
C -0.085 -0.324 0.942
O -0.097 -1.168 0.118
C -0.310 0.455 -1.243
C 2.058 -0.235 0.762
F -0.751 -1.460 1.355
F -1.177 -0.599 -1.773
C -0.820 0.859 1.703
F 0.526 2.106 -0.989
F 0.169 -0.916 -2.203
C -0.219 -0.336 -0.609
F 0.560 -2.499 0.586
F -0.579 1.343 1.849
C -1.971 0.225 -0.496
F 1.181 -0.528 -1.678
F 0.989 1.967 0.583
H 1.247 -0.219 -1.351
H -0.351 0.782 -0.065
H -0.467 -1.161 0.293
H -1.126 0.168 -0.813
H -1.079 0.724 0.055
H 0.201 -0.377 -0.169
H 1.165 -0.840 0.295
H -0.057 -0.949 -0.985
H 0.802 -0.739 -0.953
H -0.362 -0.803 1.319
H -1.055 -0.748 0.759
H -0.109 -0.896 -1.129
H -0.772 0.806 -0.371
H 0.434 0.602 -1.318
H 0.528 -1.141 -0.424
H -0.329 0.955 0.330
H 1.076 0.509 -0.761
H 0.268 1.188 0.013
H 0.154 0.009 1.401
H 0.966 -0.682 0.766
C -0.141 0.060 0.138
C 0.187 -0.116 0.131
C -0.309 0.163 0.037
O 0.187 -0.098 -0.021
C 0.174 -0.063 -0.178
C -0.136 0.033 -0.040
C 0.198 -0.115 0.022
O -0.122 0.073 -0.041
H 0.024 -0.011 -0.030
H -0.028 0.019 -0.037
H -0.023 0.009 0.025
H 0.009 -0.034 0.090
C 0.218 0.253 0.070
C -0.019 0.112 -0.122
C 0.106 0.030 0.138
O -0.087 0.032 -0.032
C -0.088 -0.100 -0.153
C 0.241 -0.106 0.046
C -0.384 -0.023 -0.121
O 0.209 0.022 0.070
H -0.042 -0.066 -0.031
H 0.011 -0.143 -0.033
H 0.014 0.018 0.029
H -0.041 0.027 0.008
C 0.042 -0.026 -0.238
C -0.110 -0.171 0.065
C 0.006 0.015 -0.057
O -0.097 -0.168 0.105
C -0.050 -0.031 0.212
C 0.146 0.183 -0.096
C -0.168 -0.143 0.271
O 0.104 0.086 -0.162
H -0.005 0.016 0.047
H 0.018 0.044 -0.009
H -0.009 -0.056 -0.034
H -0.034 -0.041 0.011

Results
HOMO energy = -11.5 eV
frontier orbital gap = 8.53 eV
charge = +1
DFT total energy = -2988.855632 hartree

Charge distribution, Löwdin scheme, values in e: atom 1 (C): 0.129, atom 2 (C): -0.131, atom 3 (N): 0.111, atom 4 (C): -0.246, atom 5 (N): 0.205, atom 6 (C): -0.154, atom 7 (C): -0.065, atom 8 (C): -0.210, atom 9 (N): 0.098, atom 10 (N): 0.041, atom 11 (C): -0.132, atom 12 (O): -0.152, atom 13 (C): -0.217, atom 14 (C): -0.073, atom 15 (N): 0.049, atom 16 (C): -0.045, atom 17 (C): -0.164, atom 18 (O): -0.142, atom 19 (C): -0.070, atom 20 (C): -0.292, atom 21 (F): 0.101, atom 22 (F): 0.065, atom 23 (C): -0.232, atom 24 (F): 0.103, atom 25 (F): 0.078, atom 26 (C): -0.259, atom 27 (F): 0.115, atom 28 (F): 0.076, atom 29 (C): -0.192, atom 30 (F): 0.062, atom 31 (F): 0.039, atom 32 (H): 0.087, atom 33 (H): 0.178, atom 34 (H): 0.094, atom 35 (H): 0.135, atom 36 (H): 0.120, atom 37 (H): 0.055, atom 38 (H): 0.154, atom 39 (H): 0.162, atom 40 (H): 0.129, atom 41 (H): 0.138, atom 42 (H): 0.090, atom 43 (H): 0.086, atom 44 (H): 0.062, atom 45 (H): 0.135, atom 46 (H): 0.142, atom 47 (H): 0.140, atom 48 (H): 0.124, atom 49 (H): 0.144, atom 50 (H): 0.162, atom 51 (H): 0.189, atom 52 (C): 0.020, atom 53 (C): 0.027, atom 54 (C): -0.382, atom 55 (O): 0.118, atom 56 (C): 0.031, atom 57 (C): 0.018, atom 58 (C): -0.385, atom 59 (O): 0.088, atom 60 (H): 0.123, atom 61 (H): 0.125, atom 62 (H): 0.112, atom 63 (H): 0.094, atom 64 (C): 0.001, atom 65 (C): 0.004, atom 66 (C): -0.385, atom 67 (O): 0.075, atom 68 (C): 0.021, atom 69 (C): 0.030, atom 70 (C): -0.396, atom 71 (O): 0.117, atom 72 (H): 0.126, atom 73 (H): 0.088, atom 74 (H): 0.121, atom 75 (H): 0.125, atom 76 (C): 0.027, atom 77 (C): 0.028, atom 78 (C): -0.358, atom 79 (O): 0.108, atom 80 (C): 0.027, atom 81 (C): 0.029, atom 82 (C): -0.384, atom 83 (O): 0.115, atom 84 (H): 0.125, atom 85 (H): 0.125, atom 86 (H): 0.095, atom 87 (H): 0.124